Computed, not measured: CdH44O22 as an isolated structure, with ωB97M-V with the def2-TZVPD basis set.

Structure (XYZ):
```
67
CdH44O22, DFT ωB97M-V with the def2-TZVPD basis set
Cd -15.9722 -7.3989 -1.8668
O -18.8296 -8.5436 1.0468
H -19.2110 -9.2340 1.5891
H -18.9168 -7.7490 1.5735
O -17.3236 -4.4001 0.3990
H -18.2037 -4.7763 0.4147
H -17.1118 -4.2465 1.3197
O -11.8090 -8.5977 -3.5867
H -12.1102 -7.6899 -3.6239
H -12.1496 -8.9965 -4.3874
O -15.9838 -8.1457 -3.8564
H -16.2327 -9.0127 -4.1767
H -16.2116 -7.5513 -4.5712
O -14.0706 -10.0966 -5.0504
H -14.2922 -9.4439 -5.7145
H -14.1327 -10.9351 -5.5079
O -13.2668 -11.9494 -0.4996
H -13.6985 -12.7102 -0.1110
H -13.8328 -11.6993 -1.2298
O -12.1463 -8.3762 0.0647
H -12.2672 -8.8241 0.9020
H -11.2544 -8.0310 0.1038
O -14.3718 -6.6699 2.4410
H -13.8907 -7.4974 2.4327
H -14.5503 -6.5053 3.3669
O -20.1161 -7.4446 -2.3824
H -20.6560 -8.1230 -1.9767
H -20.7421 -6.7815 -2.6731
O -16.6234 -3.4667 -3.3798
H -15.7607 -3.0667 -3.4893
H -17.0633 -2.9150 -2.7330
O -14.7173 -5.7819 -2.5202
H -15.1179 -4.9349 -2.7159
H -13.8516 -5.7375 -2.9263
O -17.4949 -11.0477 -4.2397
H -17.5365 -11.9578 -4.5332
H -17.9879 -11.0373 -3.4192
O -15.8794 -6.6610 0.0048
H -15.2730 -6.6855 0.7450
H -16.4328 -5.8983 0.1730
O -14.7414 -10.9504 -2.6233
H -14.1875 -10.8340 -3.3953
H -15.5406 -11.3554 -2.9602
O -16.4526 -5.7701 -5.3317
H -17.1444 -5.1360 -5.5200
H -15.6905 -5.4431 -5.8097
O -17.4403 -8.8820 -1.2516
H -17.6685 -9.8089 -1.3220
H -18.0036 -8.5485 -0.5532
O -13.4830 -10.3670 2.0209
H -14.2421 -9.8608 1.7316
H -13.4304 -11.0955 1.4021
O -14.4436 -8.6386 -1.4481
H -14.4621 -9.5046 -1.8554
H -13.5885 -8.5928 -1.0204
O -17.4868 -6.2064 -2.4388
H -17.5500 -5.3600 -2.8814
H -18.3719 -6.5680 -2.4848
O -15.9844 -9.1038 1.5052
H -16.0793 -8.9695 2.4481
H -16.8815 -9.1043 1.1713
O -12.3163 -4.8761 -3.5971
H -11.7119 -5.4602 -4.0550
H -11.7544 -4.3402 -3.0373
O -17.5535 -11.7281 -1.0910
H -17.1035 -11.8200 -0.2511
H -17.1161 -12.3547 -1.6674
```

Values from the calculation:
HOMO level ... -15.29 eV
Spin multiplicity ... 1
Total charge ... +2
ΔE to the lowest compared entry with this formula, charge and spin ... 0.0000 eV
Orbital gap ... 0.37564 Eh